No. 1
DFT (ωB97M-V/def2-TZVPD) results for 6 unconnected molecules or ions with the total composition C28H52BN8O4 in a non-equilibrium geometry.

Cartesian coordinates (Å):
C1 -3.2392 2.6155 0.8422
C2 -2.1739 1.8203 1.6658
O1 -1.2987 1.2098 0.7384
C3 -0.0403 0.8741 1.3252
C4 1.1521 1.8102 1.0080
O2 1.1945 3.0911 1.6231
B1 1.2038 4.0308 0.4649
N1 -0.2475 3.9632 -0.0725
N2 1.7480 5.4626 0.7477
C5 1.4155 6.2510 -0.0974
O3 0.8126 6.9184 -0.8643
O4 2.0080 3.3081 -0.5493
C6 1.7104 1.9364 -0.4796
C7 0.9162 1.2688 -1.6483
C8 0.7675 2.1800 -2.9098
N3 -0.5388 1.9647 -3.6095
H1 -3.9853 1.9157 0.4194
H2 -2.7085 3.0614 -0.0222
H3 -3.7107 3.4097 1.4551
H4 -2.7468 1.0042 2.1711
H5 -1.6686 2.4941 2.3824
H6 0.2557 -0.1782 1.1309
H7 -0.1907 0.9480 2.4324
H8 1.9882 1.2852 1.5399
H9 -0.2844 4.1017 -1.0788
H10 -0.8686 4.6020 0.4201
H11 2.6753 1.3768 -0.4787
H12 -0.1039 0.9296 -1.3825
H13 1.4651 0.3625 -1.9860
H14 0.8355 3.2576 -2.6641
H15 1.6172 1.9578 -3.5957
H16 -0.8210 2.8981 -3.9125
H17 -1.2489 1.7205 -2.9177
C9 1.2073 -3.4664 -0.9347
C10 2.6628 -3.3311 -1.3679
C11 3.6285 -3.2262 -0.1855
C12 3.4217 -1.9973 0.5785
N4 3.2628 -1.0252 1.1685
H18 0.8698 -2.5791 -0.3938
H19 0.5635 -3.5879 -1.8060
H20 1.0709 -4.3324 -0.2924
H21 2.7690 -2.4585 -2.0174
H22 2.9352 -4.2061 -1.9647
H23 4.6563 -3.2422 -0.5564
H24 3.5172 -4.0932 0.4703
C13 -3.9108 -5.4103 -2.3823
C14 -2.6895 -5.4845 -3.2914
C15 -1.6576 -6.5158 -2.8277
C16 -1.0526 -6.1567 -1.5453
N5 -0.5751 -5.8695 -0.5417
H25 -3.6415 -5.0777 -1.3782
H26 -4.6364 -4.7014 -2.7824
H27 -4.3989 -6.3847 -2.3024
H28 -2.2284 -4.4964 -3.3581
H29 -3.0175 -5.7510 -4.2991
H30 -0.8675 -6.5950 -3.5783
H31 -2.1202 -7.5028 -2.7526
C17 -4.8030 -0.9502 6.3293
C18 -3.4137 -1.0101 5.7036
C19 -3.2690 -0.1089 4.4758
C20 -4.1132 -0.5437 3.3616
N6 -4.7842 -0.8967 2.4987
H32 -5.5667 -1.3196 5.6417
H33 -4.8393 -1.5677 7.2285
H34 -5.0616 0.0732 6.6120
H35 -3.1797 -2.0435 5.4394
H36 -2.6790 -0.6997 6.4497
H37 -2.2272 -0.1155 4.1480
H38 -3.5095 0.9246 4.7364
C21 2.0812 0.1831 6.5779
C22 2.7302 -0.7376 5.5507
C23 1.7720 -1.1651 4.4380
C24 0.6787 -2.0007 4.9370
N7 -0.1821 -2.6543 5.3279
H39 1.2707 -0.3205 7.1097
H40 2.8167 0.5015 7.3186
H41 1.6755 1.0769 6.0992
H42 3.1339 -1.6181 6.0582
H43 3.5755 -0.2158 5.0972
H44 2.3291 -1.7248 3.6839
H45 1.3641 -0.2841 3.9360
C25 1.7751 4.6304 -6.4845
C26 2.9578 3.8975 -7.1076
C27 2.6267 2.4580 -7.5075
C28 2.3286 1.6188 -6.3481
N8 2.0921 0.9596 -5.4386
H46 1.4639 4.1622 -5.5486
H47 2.0445 5.6640 -6.2643
H48 0.9198 4.6416 -7.1644
H49 3.7981 3.9091 -6.4094
H50 3.2783 4.4415 -8.0003
H51 3.4769 2.0289 -8.0435
H52 1.7805 2.4456 -8.1987

Results
- E_tot (Ha) = -1862.054374
- E_HOMO (hartree) = -0.165
- lowest unoccupied orbital energy (eV) = 2.14
- charge = -1
- gap between HOMO and LUMO (eV) = 6.6

Mulliken population analysis, charges in e, atoms 1 to 6: atom 1 (C): -1.41, atom 2 (C): 0.83, atom 3 (O): -0.38, atom 4 (C): -0.41, atom 5 (C): 0.14, atom 6 (O): -0.87


No. 2
DFT (ωB97M-V/def2-TZVPD) results for 4 unconnected molecules or ions with the total composition C28H52ClO16P in a non-equilibrium geometry.

Cartesian coordinates (Å):
C1 0.9188 -1.0123 4.7676
C2 -0.3830 -1.2040 3.8415
C3 -0.7400 -2.7670 3.5996
C4 -1.9799 -2.8819 2.5477
C5 -1.4964 -3.8422 1.3595
C6 -2.2951 -3.6666 -0.0193
C7 -2.4852 -2.1448 -0.4882
C8 -1.1353 -1.4645 -1.0328
C9 -0.7522 -0.0973 -0.2303
C10 0.7980 0.0357 0.1159
C11 1.6684 0.8942 -0.9506
C12 2.9328 1.2948 -0.0622
C13 4.1105 2.0345 -0.8150
O1 4.0281 2.8179 -1.7636
Cl1 5.8180 1.7349 -0.1649
C14 0.9457 2.0663 -1.7611
C15 0.1180 3.1493 -0.8740
C16 1.0098 4.4910 -0.7348
O2 1.0281 4.9207 0.6679
O3 0.0893 1.4767 -2.8044
C17 0.8509 0.3943 -3.3244
O4 0.7232 0.0261 -4.4966
C18 1.8116 -0.1481 -2.1559
C19 3.2343 -0.4489 -2.8303
P1 4.1632 -1.8524 -1.9246
O5 4.6863 -2.8186 -3.0087
O6 3.1481 -2.7685 -0.9081
O7 5.5289 -1.3098 -1.0675
H1 0.7978 -1.4434 5.8188
H2 1.7821 -1.5669 4.2726
H3 1.2275 0.0771 4.8942
H4 -1.2407 -0.6740 4.3847
H5 -0.1497 -0.6628 2.8546
H6 -0.9792 -3.2320 4.6082
H7 0.2223 -3.2309 3.1841
H8 -2.8595 -3.3581 3.1006
H9 -2.1911 -1.8097 2.2221
H10 -1.7046 -4.9182 1.7146
H11 -0.3722 -3.7815 1.1863
H12 -3.2817 -4.2576 -0.0406
H13 -1.6436 -4.1654 -0.8308
H14 -3.1987 -2.1856 -1.3933
H15 -3.0285 -1.4916 0.2827
H16 -0.2374 -2.1732 -0.8828
H17 -1.2011 -1.2133 -2.1394
H18 -1.3016 -0.2039 0.7793
H19 -1.2256 0.7974 -0.7420
H20 0.9106 0.4925 1.1562
H21 1.2203 -1.0317 0.1964
H22 2.5442 2.0245 0.7418
H23 3.3392 0.3966 0.5304
H24 1.5823 2.7718 -2.3987
H25 -0.2021 2.7228 0.1350
H26 -0.8318 3.4713 -1.4378
H27 0.5829 5.2911 -1.4160
H28 2.1046 4.3292 -1.0170
H29 1.2361 4.1339 1.2071
H30 1.4063 -1.2148 -1.9963
H31 3.8864 0.4607 -3.0232
H32 3.0073 -0.8971 -3.8672
H33 3.3966 -2.5460 0.0148
H34 5.2770 -1.3698 -0.1129
C20 1.0475 -0.5419 9.9580
O8 -0.2716 -0.8919 10.3731
C21 -1.0722 -1.2979 9.3759
O9 -0.7672 -1.3826 8.2122
O10 -2.2714 -1.5933 9.8999
C22 -3.2317 -2.0429 8.9457
H35 1.6027 -0.2303 10.8429
H36 1.5541 -1.4031 9.5173
H37 1.0215 0.2926 9.2542
H38 -2.8953 -2.9637 8.4647
H39 -3.4278 -1.2680 8.2017
H40 -4.1588 -2.2512 9.4799
C23 4.1164 5.0027 -8.5158
O11 4.8299 4.3426 -7.4720
C24 4.1478 4.2380 -6.3204
O12 3.0300 4.6439 -6.1200
O13 4.9269 3.6031 -5.4317
C25 4.3236 3.4204 -4.1505
H41 4.7616 5.0295 -9.3941
H42 3.2085 4.4518 -8.7701
H43 3.8778 6.0293 -8.2302
H44 3.4234 2.8066 -4.2335
H45 4.0934 4.3842 -3.6926
H46 5.0377 2.9012 -3.5186
C26 -4.6348 -0.2639 -3.5572
O14 -5.5552 -1.3223 -3.8172
C27 -6.8445 -0.9763 -3.6784
O15 -7.2558 0.1126 -3.3649
O16 -7.5957 -2.0549 -3.9497
C28 -9.0002 -1.8312 -3.8407
H47 -3.6266 -0.6545 -3.6986
H48 -4.7864 0.5597 -4.2578
H49 -4.7289 0.0834 -2.5260
H50 -9.3256 -1.0697 -4.5524
H51 -9.2671 -1.5459 -2.8211
H52 -9.5055 -2.7669 -4.0810

Results
- structure (SMILES) = CCCCCCCCCC[C@]1(CC(=O)Cl)[C@H](CCO)OC(=O)[C@H]1CP(=O)(O)O.COC(=O)OC.COC(=O)OC.COC(=O)OC
- E_tot (Ha) = -3103.419787
- E_HOMO (hartree) = -0.378
- lowest unoccupied orbital energy (eV) = -0.63
- gap between HOMO and LUMO (eV) = 9.6

Mulliken population analysis, charges in e, atoms 1 to 6: atom 1 (C): -1.15, atom 2 (C): 0.43, atom 3 (C): -0.60, atom 4 (C): -0.46, atom 5 (C): -0.61, atom 6 (C): -1.11


No. 3
DFT (ωB97M-V/def2-TZVPD) results for 8 unconnected molecules or ions with the total composition C28H52F6N2O16S4 in a non-equilibrium geometry.

Cartesian coordinates (Å):
O1 0.5435 2.5164 -2.8703
S1 1.9020 2.6860 -2.4439
O2 2.9525 2.5715 -3.3857
O3 2.0248 4.1456 -1.8979
C1 0.8688 4.9377 -1.6326
C2 1.2480 6.1707 -0.8981
C3 2.2088 1.5330 -1.0683
H1 0.0456 4.3830 -1.1830
H2 0.5148 5.2026 -2.6564
H3 1.3510 7.1262 -1.5435
H4 2.1563 6.0001 -0.3646
H5 0.5316 6.4696 -0.0994
H6 2.0012 0.5950 -1.4954
H7 1.4815 1.5659 -0.1996
H8 3.2349 1.7492 -0.7884
O4 2.2586 -3.5851 1.5097
S2 3.1129 -3.4544 0.3421
O5 3.7620 -2.1784 0.1544
O6 4.2080 -4.5939 0.2981
C4 5.6008 -4.4451 0.8659
C5 5.6218 -4.2008 2.3200
C6 2.1706 -3.9993 -1.1231
H9 6.0991 -3.6599 0.3026
H10 6.0440 -5.3953 0.6651
H11 6.6797 -4.1145 2.6685
H12 5.2541 -5.1084 2.8417
H13 4.9507 -3.3406 2.5498
H14 1.7670 -3.0960 -1.5063
H15 1.3432 -4.6967 -0.8681
H16 2.8304 -4.4440 -1.8146
O7 1.9708 -0.5879 -3.1502
S3 3.0199 -1.1128 -4.0196
O8 3.4517 -2.4935 -3.9094
O9 2.4991 -0.9087 -5.4756
C7 1.4464 0.0014 -5.8120
C8 0.9235 -0.5497 -7.0833
C9 4.3899 -0.0924 -3.8540
H17 1.8657 1.0035 -6.0745
H18 0.6275 0.0759 -5.0779
H19 0.2864 -1.4135 -6.8876
H20 1.7544 -0.8169 -7.7473
H21 0.2701 0.2356 -7.5018
H22 4.7967 -0.2433 -2.8350
H23 4.1655 0.9493 -4.0985
H24 5.1351 -0.5373 -4.5327
O10 -4.6369 -2.7518 -4.2430
S4 -3.2953 -2.4598 -4.6351
O11 -2.9569 -2.4505 -6.0323
O12 -2.8647 -1.0861 -4.0745
C10 -3.5784 -0.4105 -3.0029
C11 -3.1248 1.0764 -3.0411
C12 -2.2077 -3.5381 -3.7814
H25 -3.2134 -0.9096 -2.0424
H26 -4.6339 -0.4880 -3.1838
H27 -2.8600 1.5502 -2.0751
H28 -4.0196 1.6053 -3.4884
H29 -2.2725 1.2430 -3.7914
H30 -1.2039 -3.1894 -4.0711
H31 -2.4537 -4.5532 -4.1074
H32 -2.3620 -3.3361 -2.7003
N1 0.0082 -1.9745 1.1319
C13 0.5117 -1.4318 -0.0031
C14 -0.4159 -0.6045 -0.5591
C15 -1.6487 -0.7683 0.2621
C16 -1.2841 -1.6308 1.2759
H33 0.4371 -2.7101 1.6581
H34 1.5514 -1.5681 -0.2646
H35 -0.3599 -0.0886 -1.4734
H36 -2.5955 -0.1797 0.1265
H37 -1.7913 -1.8173 2.2122
N2 -0.0273 2.5345 2.4313
C17 0.5008 3.7871 2.4460
C18 1.8690 3.7419 2.4821
C19 2.2250 2.3695 2.4670
C20 1.0171 1.6202 2.4321
H38 -1.0077 2.3069 2.4377
H39 -0.0974 4.6862 2.6045
H40 2.4576 4.6434 2.4692
H41 3.1669 1.8336 2.4627
H42 0.8403 0.5867 2.2507
C21 -6.1901 2.0407 0.2381
C22 -4.8850 2.3917 1.0287
O13 -5.0595 1.8802 2.3405
C23 -4.0940 1.8476 3.2170
O14 -2.9339 2.0929 3.1031
C24 -4.5718 1.2539 4.6040
F1 -4.1891 2.0014 5.6963
F2 -5.8802 1.1410 4.7258
F3 -4.0218 0.0593 4.8329
H43 -6.1873 2.6244 -0.6476
H44 -6.9842 2.3332 0.8940
H45 -6.3264 0.9641 0.0983
H46 -4.7819 3.4672 1.0649
H47 -3.9892 1.9890 0.5367
C25 -0.5400 1.4204 6.1631
C26 -0.2551 0.0178 6.7071
O15 -1.0219 -0.9167 5.9667
C27 -0.7433 -2.1628 6.2030
O16 0.1852 -2.6117 6.8426
C28 -1.6186 -3.0936 5.3432
F4 -1.0183 -3.3378 4.2062
F5 -1.6980 -4.2796 5.9962
F6 -2.9053 -2.6885 5.1212
H48 0.1282 2.1616 6.7296
H49 -1.5907 1.6910 6.3454
H50 -0.2706 1.4161 5.0996
H51 -0.4337 -0.0181 7.7897
H52 0.8319 -0.1724 6.5547

Results
- structure (SMILES) = CCOC(=O)C(F)(F)F.CCOC(=O)C(F)(F)F.CCOS(C)(=O)=O.CCOS(C)(=O)=O.CCOS(C)(=O)=O.CCOS(C)(=O)=O.c1cc[nH]c1.c1cc[nH]c1
- E_tot (Ha) = -4603.307832
- E_HOMO (hartree) = -0.302
- lowest unoccupied orbital energy (eV) = 0.32
- gap between HOMO and LUMO (eV) = 8.5

Mulliken population analysis, charges in e, atoms 1 to 6: atom 1 (O): -0.60, atom 2 (S): 1.15, atom 3 (O): -0.73, atom 4 (O): -0.29, atom 5 (C): 0.03, atom 6 (C): -1.17